1.
Formula: C24H57BrF7N13NbO11S3
Source: the Open Molecules 2025 dataset
Level of theory: ωB97M-V/def2-TZVPD

Summary:
E in eV: -190830.675
Charge: -1
HOMO-LUMO gap in eV: 6.9933
M in g/mol: 1105.8

Last column: Mulliken charge in e.
CARTESIAN COORDINATES (ANGSTROEM)
C1 -2.8698 -6.3109 -0.6344  -0.994
C2 -2.2995 -5.9387 -2.0102  -0.315
O1 -1.2226 -5.0446 -1.9289  -0.232
C3 -0.0041 -5.6989 -1.6338  -0.825
C4 1.1043 -4.6902 -1.5980  -0.469
O2 0.9786 -3.9464 -0.4219  -0.102
C5 2.1430 -3.1845 -0.1001  -0.858
Nb1 1.2334 -1.2203 0.6685  -0.848
Br1 -0.5973 -2.4296 1.9842  -0.260
C6 0.6859 0.8856 1.2536  -0.580
C7 -0.8213 1.0893 1.4147  0.016
O3 -1.1855 2.4553 1.1618  -0.611
C8 2.8863 -1.2927 2.2221  -0.955
C9 2.5588 -1.9579 3.5659  -0.969
C10 1.7462 -1.0762 4.5124  0.060
S1 0.8054 -2.0592 5.7344  -0.252
C11 -0.7050 -1.1189 6.0267  -0.356
S2 -0.7955 -0.1434 7.3173  -0.029
N1 -1.7285 -1.3611 5.1272  0.672
C12 -2.3390 -2.6917 5.2693  -0.692
C13 -2.5021 -3.1977 6.6948  -1.300
C14 -2.7275 -0.2879 5.0317  -0.733
C15 -3.4498 -0.3499 3.6912  -1.271
S3 2.9283 -0.0782 -0.9062  0.742
O4 3.3812 1.2319 -0.4504  -0.479
O5 4.0406 -1.0113 -1.0188  -0.554
C16 2.3597 0.0725 -2.7037  0.160
F1 1.7582 -1.1053 -3.0306  -0.255
F2 3.4753 0.1774 -3.4705  -0.280
C17 1.4030 1.2618 -3.0252  0.726
F3 1.9787 2.0186 -3.9985  -0.318
F4 1.1882 2.0511 -1.9648  -0.202
C18 0.0207 0.8487 -3.5895  0.472
F5 0.1220 0.1225 -4.7152  -0.244
F6 -0.6399 1.9979 -3.8993  -0.280
F7 -0.7149 0.1921 -2.6599  -0.105
H1 -3.9250 -6.0875 -0.5781  0.345
H2 -2.6952 -7.3504 -0.3932  0.304
H3 -2.3712 -5.6991 0.1082  0.206
H4 -3.0651 -5.4593 -2.6067  0.306
H5 -2.0068 -6.8523 -2.5282  0.301
H6 -0.0810 -6.1268 -0.6338  0.354
H7 0.1879 -6.4872 -2.3609  0.445
H8 1.0354 -4.0643 -2.4878  0.178
H9 2.0511 -5.2320 -1.6158  0.478
H10 2.7007 -3.6753 0.6936  0.274
H11 2.7460 -3.0483 -0.9900  0.542
H12 0.1851 -1.2218 -0.8295  0.296
H13 1.0438 1.6180 0.5363  0.461
H14 1.1992 1.1217 2.1829  0.490
H15 -1.0664 0.8796 2.4503  -0.185
H16 -1.3963 0.4735 0.7383  0.298
H17 -1.1278 2.9301 1.9856  0.341
H18 3.7289 -1.8232 1.7853  0.655
H19 3.2402 -0.2822 2.4226  0.671
H20 3.5183 -2.0910 4.0648  0.413
H21 2.1354 -2.9502 3.4826  0.421
H22 1.0326 -0.4708 3.9660  -0.333
H23 2.4068 -0.4287 5.0690  0.538
H24 -1.7296 -3.4042 4.7217  0.295
H25 -3.3042 -2.6957 4.7847  0.489
H26 -1.5549 -3.5049 7.1155  0.324
H27 -3.1423 -4.0722 6.6482  0.433
H28 -2.9952 -2.4682 7.3247  0.292
H29 -3.4474 -0.3432 5.8453  0.332
H30 -2.2078 0.6562 5.0920  0.617
H31 -4.2870 -1.0402 3.7194  0.433
H32 -3.8493 0.6274 3.4502  0.374
H33 -2.7814 -0.6926 2.9170  0.149
C19 -4.7354 -1.4529 -2.9607  0.564
O6 -5.8578 -1.6445 -2.5352  -0.675
N2 -3.8297 -0.6370 -2.3450  -0.222
N3 -4.2727 -2.0478 -4.1143  -0.414
H34 -2.9051 -0.4722 -2.6929  0.167
H35 -4.1163 -0.1843 -1.4986  0.143
H36 -4.9028 -2.6534 -4.6050  0.186
H37 -3.3418 -1.9200 -4.4628  0.184
C20 0.5657 2.3826 10.2185  0.568
O7 -0.2698 1.6461 9.7364  -0.562
N4 1.6271 2.8553 9.4925  -0.351
N5 0.5186 2.8001 11.5272  -0.419
H38 2.3307 3.4619 9.8648  0.164
H39 1.6894 2.5612 8.5359  0.216
H40 -0.2455 2.4694 12.0831  0.215
H41 1.1994 3.4054 11.9418  0.142
C21 -5.5084 0.5865 -7.0223  0.497
O8 -6.5556 0.1142 -6.6093  -0.681
N6 -4.2796 0.1421 -6.6062  -0.215
N7 -5.4494 1.6056 -7.9285  -0.296
H42 -3.4213 0.5309 -6.9505  0.166
H43 -4.2474 -0.5949 -5.9230  0.252
H44 -6.3193 1.9750 -8.2575  0.190
H45 -4.5726 1.9901 -8.2604  0.284
C22 -2.6207 4.1923 -8.5485  0.628
O9 -3.0003 3.0396 -8.4001  -0.735
N8 -1.8893 4.5827 -9.6333  -0.407
N9 -2.9001 5.1659 -7.6370  -0.367
H46 -1.5649 5.5193 -9.7742  0.160
H47 -1.6696 3.8816 -10.3143  0.220
H48 -3.4325 4.8988 -6.8299  0.230
H49 -2.5988 6.1161 -7.7303  0.165
C23 7.5404 2.5307 -0.5744  0.597
O10 8.4864 2.4340 0.1884  -0.691
N10 6.3186 1.9868 -0.3496  -0.071
N11 7.6347 3.2275 -1.7649  -0.379
H50 5.5504 2.0714 -0.9902  0.041
H51 6.1684 1.4620 0.4912  0.121
H52 8.5155 3.6489 -1.9870  0.180
H53 6.8753 3.3138 -2.4126  0.178
C24 4.3808 6.2277 -0.8056  0.594
O11 3.8402 7.2298 -0.3685  -0.662
N12 5.7103 5.9672 -0.6093  -0.333
N13 3.6969 5.2815 -1.5209  -0.255
H54 6.1832 5.1551 -0.9636  0.203
H55 6.2283 6.6354 -0.0735  0.171
H56 2.7184 5.4366 -1.6673  0.148
H57 4.1121 4.4411 -1.8715  0.141

---

2.
Formula: C25H25NO4S
Source: the Open Molecules 2025 dataset
Level of theory: ωB97M-V/def2-TZVPD

Summary:
E in eV: -46847.433
Relative energy (zero: lowest compared OMol25 entry of this formula, charge and spin) in kcal/mol: 1.24
Charge: 0
HOMO-LUMO gap in eV: 9.0708
M in g/mol: 435.5

Last column: Mulliken charge in e.
CARTESIAN COORDINATES (ANGSTROEM)
C1 -6.1586 -0.1687 2.4802  -1.062
C2 -5.7917 0.8874 1.4421  -0.426
O1 -5.3133 0.3237 0.2367  -0.471
C3 -4.0499 -0.1705 0.1700  0.629
C4 -3.0872 -0.0837 1.1704  -0.421
C5 -1.8216 -0.6012 0.9592  -0.965
C6 -1.4821 -1.2140 -0.2375  0.735
C7 -2.4475 -1.2997 -1.2333  -0.487
C8 -3.7115 -0.7899 -1.0351  -0.792
H1 -4.4638 -0.8511 -1.8053  0.420
H2 -2.2035 -1.7713 -2.1732  0.444
C9 -0.1027 -1.7753 -0.4547  -1.161
N1 0.8930 -0.7424 -0.2685  0.728
C10 2.0665 -0.7610 -0.9365  -0.335
O2 2.3483 -1.6171 -1.7478  -0.705
C11 2.9692 0.4315 -0.6616  0.383
C12 3.0466 0.8927 0.7674  -0.168
C13 3.2355 2.2318 1.0868  -0.594
C14 3.3315 2.6327 2.4077  -0.605
C15 3.2484 1.6985 3.4258  -0.498
C16 3.0884 0.3589 3.1136  -0.857
C17 2.9922 -0.0466 1.7938  -0.116
H3 2.8954 -1.0967 1.5613  0.607
H4 3.0438 -0.3798 3.9001  0.447
H5 3.3203 2.0116 4.4569  0.393
H6 3.4748 3.6779 2.6396  0.407
H7 3.3101 2.9619 0.2936  0.479
H8 3.9714 0.1738 -1.0214  0.691
S1 2.4556 1.7253 -1.8768  -0.233
C18 0.6943 1.8554 -1.6235  0.216
C19 -0.1400 1.5658 -2.6931  -0.421
C20 -1.5083 1.7141 -2.5580  -0.706
C21 -2.0459 2.1480 -1.3584  -0.348
C22 -1.2106 2.4290 -0.2907  -0.575
C23 0.1601 2.2931 -0.4196  -0.228
H9 0.8110 2.5341 0.4079  0.466
H10 -1.6244 2.7721 0.6462  0.427
H11 -3.1136 2.2678 -1.2569  0.473
H12 -2.1566 1.4905 -3.3916  0.415
H13 0.2920 1.2303 -3.6233  0.461
H14 0.7345 -0.0568 0.4531  0.161
H15 0.0067 -2.1306 -1.4858  0.608
C24 0.1600 -2.9738 0.4908  -0.316
H16 -0.5803 -3.7467 0.2903  0.451
C25 1.5447 -3.5084 0.2127  0.305
O3 2.5244 -3.2215 0.8499  -0.618
O4 1.5595 -4.3288 -0.8314  -0.459
H17 2.4704 -4.5453 -1.0850  0.406
H18 0.0991 -2.6509 1.5299  0.289
H19 -1.0938 -0.5228 1.7549  0.396
H20 -3.3026 0.3867 2.1167  0.484
H21 -6.6872 1.4399 1.1440  0.348
H22 -5.0667 1.6027 1.8500  0.295
H23 -6.9030 -0.8454 2.0684  0.308
H24 -5.2873 -0.7521 2.7676  0.323
H25 -6.5691 0.3128 3.3634  0.374

---

3.
Formula: C5H11NOS
Source: the Open Molecules 2025 dataset
Level of theory: ωB97M-V/def2-TZVPD

Summary:
E in eV: -19733.788
Relative energy (zero: lowest compared OMol25 entry of this formula, charge and spin) in kcal/mol: 76.28
Charge: 0
HOMO-LUMO gap in eV: 9.4849
M in g/mol: 133.2

Last column: Mulliken charge in e.
CARTESIAN COORDINATES (ANGSTROEM)
C1 0.6849 1.5706 -1.6639  -0.716
C2 -0.1357 0.1197 0.0093  1.027
C3 1.0435 0.3669 0.9865  -0.863
C4 -0.7916 1.2600 0.8453  -0.936
C5 0.2381 -2.5549 -0.5277  -0.846
H1 1.7099 1.6068 -1.3243  0.260
H2 0.6973 1.6727 -2.7054  0.353
H3 0.2515 2.5095 -1.2344  0.252
H4 1.0298 -0.2769 1.8649  0.358
H5 2.1184 0.2237 0.6421  0.270
H6 0.6812 2.0125 2.1675  0.271
H7 -1.5875 0.9937 1.5657  0.328
H8 -1.3550 1.9822 0.1541  0.246
H9 0.3413 -2.3354 -1.5978  0.244
H10 1.0968 -2.3987 -0.0025  0.278
H11 -0.1586 -3.5389 -0.3296  0.353
N1 0.5410 1.7333 1.2088  -0.321
O1 0.0817 0.4411 -1.2988  -0.439
S1 -0.9688 -1.4179 0.3020  -0.119